Below is a cluster of 4 separate species, C5H16O3 in total, with properties calculated with ωB97M-V with the def2-TZVPD basis set.

Values from the calculation:
Highest occupied orbital energy (eV): -8.921
LUMO energy (eV): 0.4129
SMILES: CC=C(C)C.O.O.O
Net charge: 0
Kohn-Sham gap (eV): 9.3

Last columns: bonded neighbours and bond lengths (Å).
Cartesian coordinates (Å):
1 C -0.108 0.420 1.233  C2 1.555, H6 1.096, H7 1.038, H8 1.113
2 C 0.271 -0.190 -0.147  C1 1.555, C3 1.374, H9 1.125
3 C 1.012 0.594 -0.998  C2 1.374, C4 1.496, C5 1.419
4 C 1.524 0.009 -2.276  C3 1.496, H10 1.198, H11 1.071, H12 1.053
5 C 1.138 1.999 -0.849  C3 1.419, H13 1.253, H14 1.115, H15 1.155
6 H -0.291 -0.421 1.912  C1 1.096
7 H 0.668 1.038 1.542  C1 1.038
8 H -1.053 1.003 1.302  C1 1.113
9 H -0.121 -1.225 -0.353  C2 1.125
10 H 0.878 0.281 -3.247  C4 1.198
11 H 1.537 -1.061 -2.223  C4 1.071
12 H 2.489 0.331 -2.550  C4 1.053
13 H 0.189 2.635 -1.366  C5 1.253
14 H 1.947 2.429 -1.484  C5 1.115
15 H 1.166 2.459 0.210  C5 1.155
16 O 2.163 0.439 2.660  H17 1.014, H18 0.998
17 H 2.174 0.595 1.658  O16 1.014
18 H 3.033 0.753 3.034  O16 0.998
19 O -1.716 -2.419 1.551  H20 0.961, H21 0.911
20 H -2.493 -2.181 1.039  O19 0.961
21 H -1.053 -1.941 1.149  O19 0.911
22 O -3.603 -0.523 -1.697  H23 0.952, H24 1.001
23 H -3.584 -1.475 -1.697  O22 0.952
24 H -3.261 -0.178 -0.822  O22 1.001

=====

Below is a cluster of 2 separate species, C3H11NOS2 in total, with properties calculated with ωB97M-V with the def2-TZVPD basis set.

Values from the calculation:
Highest occupied orbital energy (eV): -8.174
LUMO energy (eV): 0.6701
SMILES: NCCCSS.O
Net charge: 0
Kohn-Sham gap (eV): 8.8

Last columns: bonded neighbours and bond lengths (Å).
Cartesian coordinates (Å):
1 N -0.067 -0.503 -3.000  C2 1.466, H7 1.006, H8 1.009
2 C -0.978 -0.802 -1.890  N1 1.466, C3 1.517, H9 1.097, H10 1.096
3 C -1.388 0.355 -1.000  C2 1.517, C4 1.537, H11 1.094, H12 1.088
4 C -0.365 0.680 0.100  C3 1.537, S5 1.798, H13 1.093, H14 1.087
5 S -0.876 -0.192 1.586  C4 1.798, S6 2.086
6 S 0.855 -0.099 2.747  S5 2.086, H15 1.340
7 H -0.119 -1.211 -3.713  N1 1.006
8 H -0.154 0.417 -3.403  N1 1.009
9 H -0.573 -1.696 -1.400  C2 1.097
10 H -1.869 -1.323 -2.258  C2 1.096
11 H -2.338 -0.032 -0.619  C3 1.094
12 H -1.601 1.275 -1.540  C3 1.088
13 H -0.156 1.749 0.183  C4 1.093
14 H 0.609 0.285 -0.180  C4 1.087
15 H 1.280 1.094 2.310  S6 1.340
16 O 2.206 0.729 -1.898  H17 0.969, H18 0.974
17 H 2.270 0.875 -2.854  O16 0.969
18 H 1.843 -0.168 -2.013  O16 0.974

=====

Below is the molecule C6H7N, with properties calculated with ωB97M-V with the def2-TZVPD basis set.

Values from the calculation:
Highest occupied orbital energy (eV): -8.785
LUMO energy (eV): 0.5295
SMILES: C[C@@]12CC=C1C=N2
Net charge: 0
Kohn-Sham gap (eV): 9.3

Last columns: bonded neighbours and bond lengths (Å).
Cartesian coordinates (Å):
1 C 1.209 -1.114 -0.339  C2 1.484, H8 1.063, H9 1.102, H10 1.028
2 C -0.025 -0.362 -0.002  C1 1.484, C3 1.525, C5 1.633, N7 1.496
3 C 0.069 1.086 0.467  C2 1.525, C4 1.544, H11 1.073, H12 1.034
4 C -1.303 1.401 -0.167  C3 1.544, C5 1.376, H13 1.044
5 C -1.344 0.179 -0.798  C2 1.633, C4 1.376, C6 1.504
6 C -2.073 -0.867 0.001  C5 1.504, N7 1.307, H14 1.033
7 N -1.004 -1.317 0.604  C2 1.496, C6 1.307
8 H 1.680 -1.312 0.594  C1 1.063
9 H 1.870 -0.435 -0.902  C1 1.102
10 H 0.888 -1.967 -0.815  C1 1.028
11 H 1.030 1.502 0.232  C3 1.073
12 H -0.159 1.186 1.471  C3 1.034
13 H -2.070 2.019 0.180  C4 1.044
14 H -3.070 -1.055 0.195  C6 1.033

=====

Below is the molecule C3H6O2, with properties calculated with ωB97M-V with the def2-TZVPD basis set.

Values from the calculation:
Highest occupied orbital energy (alpha / beta) (eV): -8.958 / -8.949
LUMO energy (alpha / beta) (eV): -1.2968 / -1.2992
Net charge: 0
Kohn-Sham gap (alpha / beta) (eV): 7.7 / 7.6

Last columns: bonded neighbours and bond lengths (Å).
Cartesian coordinates (Å):
1 O -0.600 -0.699 -1.204  C2 1.437, H6 1.040
2 C -0.524 -0.479 0.214  O1 1.437, C3 1.471, C5 1.526, H7 1.091
3 C 0.884 -0.893 0.126  C2 1.471, H8 1.081, H9 1.086
4 O 0.569 1.260 -0.605  C5 1.386
5 C -0.380 1.031 0.379  C2 1.526, O4 1.386, H10 1.106, H11 1.105
6 H -0.149 0.201 -1.466  O1 1.040
7 H -1.250 -1.087 0.757  C2 1.091
8 H 1.717 -0.269 0.419  C3 1.081
9 H 1.093 -1.894 -0.241  C3 1.086
10 H -0.032 1.253 1.405  C5 1.106
11 H -1.328 1.575 0.215  C5 1.105

=====

Record order is preserved below.
Relative energy (zero: lowest compared OMol25 entry of this formula, charge and spin): 52.31, 18.17, 123.79, 123.11 kcal/mol